# 1
ORCA calculation (ωB97M-V with the def2-TZVPD basis set) on one molecule with the formula C5H10O.

```
! wB97M-V def2-TZVPD RIJCOSX def2/J DEFGRID3
* xyz 0 1
C -1.652 -1.171 -0.102
C -1.850 0.323 0.137
C -0.630 1.225 -0.075
C 0.664 0.929 -0.098
C 2.614 -0.349 0.081
H -2.666 -1.626 0.135
H -1.393 -1.467 -1.216
H -0.825 -1.609 0.564
H -2.693 0.725 -0.523
H -2.235 0.460 1.187
H -0.875 2.313 -0.170
H 1.360 1.743 -0.194
H 3.171 0.390 -0.606
H 2.865 -0.184 1.190
H 2.943 -1.373 -0.182
O 1.201 -0.328 -0.127
*
```

Values from the calculation:
Gap between HOMO and LUMO = 0.351 Ha
HOMO level = -8.52 eV
SMILES = CC/C=C\OC
Relative energy (zero: lowest compared OMol25 entry of this formula, charge and spin) = 170.98 kJ/mol

# 2
ORCA calculation (ωB97M-V with the def2-TZVPD basis set) on C44H38Cl4CuF12N8O20S4 as an isolated structure.

```
! wB97M-V def2-TZVPD RIJCOSX def2/J DEFGRID3
* xyz 0 2
Cu -0.771 -1.568 -2.750
C -1.233 1.778 -0.028
F -1.421 2.853 -0.854
F -0.922 2.234 1.204
F -2.343 1.015 -0.013
S 0.280 0.646 -0.568
O 0.575 1.018 -1.943
O 1.403 0.781 0.400
N -0.334 -0.996 -0.830
S -0.569 -1.541 0.671
O -0.737 -0.583 1.747
O -1.681 -2.459 0.770
C 1.068 -2.377 1.160
F 1.089 -3.580 0.448
F 2.107 -1.602 0.844
F 1.002 -2.662 2.475
C -3.079 -2.650 -6.678
F -3.212 -3.522 -7.627
F -2.743 -1.471 -7.156
F -4.309 -2.506 -6.122
S -1.821 -3.353 -5.297
O -2.686 -3.750 -4.159
O -1.069 -4.465 -5.941
N -0.725 -2.078 -4.740
S 0.247 -1.960 -5.921
O 1.619 -2.451 -5.664
O -0.175 -2.225 -7.291
C 0.639 0.007 -5.899
F 1.649 0.289 -6.721
F -0.469 0.653 -6.274
F 1.108 0.347 -4.678
Cl 3.755 -5.382 0.997
C 4.494 -4.115 0.024
C 5.851 -3.589 0.496
Cl 7.018 -4.845 0.037
H 3.921 -3.189 0.061
H 4.447 -4.486 -0.999
H 5.866 -3.474 1.580
H 6.190 -2.651 0.056
Cl 1.226 6.136 -1.599
C 0.531 5.266 -2.921
C 1.532 4.731 -3.890
Cl 2.571 3.550 -3.001
H -0.236 5.884 -3.387
H 0.053 4.400 -2.463
H 2.143 5.558 -4.253
H 1.160 4.181 -4.755
C 6.178 -0.209 -2.017
C 4.940 0.414 -2.083
C 3.807 -0.253 -2.426
C 3.833 -1.634 -2.593
C 5.045 -2.272 -2.664
C 6.208 -1.580 -2.355
N 2.612 -2.454 -2.703
O 2.690 -3.687 -2.737
O 1.519 -1.937 -2.701
H 7.094 0.353 -1.912
H 4.941 1.480 -1.910
H 2.839 0.222 -2.488
H 5.092 -3.326 -2.895
H 7.144 -2.113 -2.437
C -6.535 2.146 -4.407
C -6.195 0.870 -4.117
C -4.878 0.560 -3.828
C -3.890 1.529 -3.830
C -4.228 2.824 -4.236
C -5.548 3.126 -4.467
N -2.449 1.204 -3.611
O -2.048 0.032 -3.463
O -1.636 2.139 -3.656
H -7.539 2.457 -4.656
H -6.923 0.073 -4.138
H -4.664 -0.462 -3.552
H -3.516 3.633 -4.305
H -5.810 4.077 -4.907
C -5.920 -4.835 1.002
C -6.478 -3.592 1.032
C -5.899 -2.575 0.309
C -4.837 -2.842 -0.562
C -4.418 -4.172 -0.696
C -4.913 -5.161 0.152
N -4.091 -1.704 -1.262
O -4.401 -0.513 -1.123
O -3.020 -2.008 -1.804
H -6.276 -5.549 1.730
H -7.335 -3.349 1.643
H -6.165 -1.545 0.495
H -3.684 -4.354 -1.467
H -4.554 -6.174 0.050
C -0.996 4.553 3.192
C -1.184 5.351 2.028
C -0.963 6.730 2.175
C -0.525 7.275 3.380
C -0.390 6.457 4.482
C -0.594 5.061 4.366
N -0.149 8.686 3.408
O -0.731 9.406 2.612
O 0.469 9.127 4.350
H -1.097 3.481 3.113
H -1.466 4.902 1.087
H -1.039 7.248 1.231
H -0.091 6.955 5.392
H -0.370 4.397 5.188
C 4.475 -4.803 4.233
C 3.392 -3.939 4.104
C 3.446 -2.683 4.629
C 4.617 -2.356 5.401
C 5.685 -3.251 5.592
C 5.615 -4.488 5.030
N 4.566 -1.049 6.130
O 3.526 -0.455 6.204
O 5.646 -0.673 6.602
H 4.436 -5.793 3.801
H 2.478 -4.292 3.651
H 2.643 -1.962 4.588
H 6.583 -2.990 6.132
H 6.484 -5.129 5.068
C -0.105 0.709 4.765
C 0.670 1.396 5.701
C 0.043 2.142 6.693
C -1.341 2.150 6.763
C -2.041 1.306 5.939
C -1.431 0.672 4.900
N -2.124 3.004 7.688
O -3.374 2.964 7.697
O -1.492 3.758 8.426
H 0.378 0.109 4.008
H 1.745 1.292 5.677
H 0.627 2.751 7.367
H -3.115 1.264 6.044
H -2.012 0.085 4.205
*
```

Values from the calculation:
Gap between HOMO and LUMO (spin up / spin down) = 0.284 / 0.199 Ha
HOMO level (spin up / spin down) = -9.78 / -9.78 eV
Relative energy (zero: lowest compared OMol25 entry of this formula, charge and spin) = 14.18 kJ/mol

# 3
ORCA calculation (ωB97M-V with the def2-TZVPD basis set) on a 22-piece molecular cluster, C73H149N5O51 overall.

```
! wB97M-V def2-TZVPD RIJCOSX def2/J DEFGRID3
* xyz 0 1
C -23.378 5.645 5.423
O -24.443 4.768 5.237
C -25.399 5.401 4.453
C -26.703 4.548 4.347
O -27.173 4.317 5.676
C -28.375 3.652 5.550
C -28.858 3.139 6.939
O -27.918 2.212 7.470
C -28.240 1.550 8.674
H -23.645 6.462 6.094
H -22.983 6.110 4.520
H -22.571 5.057 5.861
H -24.943 5.594 3.481
H -25.588 6.427 4.770
H -26.401 3.655 3.800
H -27.402 5.122 3.739
H -28.333 2.797 4.876
H -29.120 4.386 5.242
H -29.822 2.635 6.865
H -28.935 3.916 7.699
H -28.405 2.333 9.415
H -27.466 0.893 9.069
H -29.130 0.928 8.579
C -29.369 8.641 3.335
O -30.769 8.841 3.565
C -31.505 9.096 2.349
C -32.988 9.345 2.603
O -33.721 8.249 3.238
C -34.058 7.199 2.347
C -35.363 7.270 1.667
O -35.273 8.374 0.822
C -36.528 8.971 0.536
H -29.161 7.718 2.793
H -28.878 8.673 4.308
H -28.865 9.458 2.818
H -31.296 8.281 1.656
H -31.077 9.937 1.803
H -33.390 9.607 1.624
H -33.020 10.193 3.286
H -34.067 6.431 3.119
H -33.178 6.919 1.767
H -36.142 7.393 2.420
H -35.598 6.449 0.989
H -37.046 8.359 -0.203
H -36.370 9.931 0.045
H -37.190 9.140 1.385
C -35.073 1.544 10.472
O -34.714 2.410 9.428
C -34.414 3.695 9.969
C -34.210 4.643 8.787
O -33.182 4.325 7.877
C -33.274 4.941 6.563
C -32.427 4.348 5.442
O -33.159 3.302 4.883
C -32.640 2.857 3.684
H -34.948 0.481 10.263
H -36.127 1.731 10.677
H -34.605 1.707 11.442
H -33.547 3.756 10.626
H -35.232 4.059 10.591
H -34.123 5.683 9.101
H -35.136 4.616 8.213
H -33.022 5.997 6.663
H -34.296 4.932 6.184
H -31.514 3.987 5.915
H -32.059 5.085 4.728
H -32.821 3.624 2.931
H -33.112 1.939 3.333
H -31.563 2.692 3.697
C -30.463 5.153 1.403
O -30.579 3.766 1.709
C -29.400 3.086 1.597
C -29.655 1.562 1.948
O -29.497 1.347 3.341
C -29.656 0.042 3.721
C -29.247 -0.030 5.223
O -29.315 -1.379 5.583
C -29.098 -1.570 6.988
H -29.849 5.582 2.194
H -31.488 5.525 1.393
H -30.080 5.256 0.387
H -28.700 3.505 2.320
H -28.903 3.100 0.627
H -28.874 1.004 1.431
H -30.540 1.189 1.432
H -29.004 -0.615 3.145
H -30.675 -0.336 3.643
H -29.949 0.573 5.798
H -28.237 0.344 5.390
H -30.055 -1.307 7.440
H -28.268 -1.021 7.433
H -28.926 -2.599 7.304
C -27.767 7.729 0.034
O -27.255 6.619 -0.640
C -26.757 5.592 0.010
O -26.817 5.464 1.191
O -26.291 4.787 -0.926
C -25.795 3.502 -0.665
H -28.448 8.346 -0.553
H -26.891 8.326 0.286
H -28.313 7.563 0.963
H -25.988 3.184 0.360
H -24.707 3.440 -0.667
H -26.067 2.729 -1.382
C -31.312 0.809 10.996
O -29.998 0.751 11.615
C -29.283 -0.309 11.422
O -29.508 -1.150 10.527
O -28.418 -0.416 12.460
C -27.478 -1.417 12.402
H -31.878 1.573 11.530
H -31.948 -0.075 10.982
H -31.259 1.118 9.952
H -27.013 -1.258 11.430
H -27.966 -2.387 12.496
H -26.802 -1.310 13.251
C -32.983 0.613 7.021
O -32.514 -0.723 6.607
C -32.617 -1.762 7.513
O -33.254 -1.831 8.556
O -32.041 -2.795 6.925
C -32.038 -4.132 7.511
H -32.417 1.369 6.477
H -32.750 0.728 8.080
H -34.062 0.734 6.921
H -31.696 -4.807 6.727
H -33.045 -4.496 7.720
H -31.429 -4.087 8.414
C -20.943 9.642 5.063
O -20.706 11.034 5.232
C -19.476 11.498 5.067
O -18.471 10.867 4.752
O -19.517 12.861 5.370
C -18.375 13.596 5.123
H -20.280 9.077 5.718
H -20.877 9.445 3.993
H -21.955 9.366 5.359
H -18.363 14.006 4.113
H -17.464 13.013 5.263
H -18.246 14.425 5.819
C -26.409 -2.940 8.598
O -26.236 -4.305 8.906
C -26.411 -4.687 10.104
O -26.586 -3.982 11.066
O -26.288 -6.013 10.102
C -26.518 -6.729 11.315
H -27.412 -2.630 8.892
H -26.179 -2.741 7.552
H -25.659 -2.478 9.241
H -27.247 -7.522 11.152
H -26.961 -6.081 12.071
H -25.537 -7.053 11.662
C -31.285 8.485 6.619
O -31.792 7.991 7.883
C -32.425 8.839 8.667
O -32.700 10.015 8.374
O -32.627 8.219 9.884
C -33.370 8.855 10.910
H -30.540 9.260 6.801
H -32.045 8.981 6.015
H -30.895 7.710 5.960
H -33.911 8.262 11.648
H -34.122 9.500 10.458
H -32.617 9.441 11.437
C -22.105 6.911 10.521
O -23.117 7.725 11.009
C -24.046 7.113 11.703
O -24.187 5.907 12.013
O -24.845 8.085 12.087
C -25.889 7.909 13.044
H -21.542 6.383 11.291
H -21.447 7.547 9.929
H -22.494 6.162 9.832
H -25.435 7.949 14.034
H -26.269 6.896 12.909
H -26.633 8.695 12.920
C -30.480 6.038 9.746
O -29.736 4.905 10.269
C -28.820 5.030 11.206
O -28.399 6.099 11.660
O -28.179 3.842 11.513
C -27.181 3.713 12.544
H -29.920 6.902 9.388
H -31.160 6.376 10.528
H -31.109 5.667 8.937
H -26.199 3.833 12.086
H -27.180 2.691 12.925
H -27.127 4.449 13.346
C -22.668 2.516 2.789
O -23.088 1.230 2.447
C -24.373 0.806 2.664
O -25.258 1.391 3.267
O -24.509 -0.499 2.302
C -25.720 -1.168 2.722
H -22.990 2.822 3.784
H -23.017 3.217 2.031
H -21.579 2.537 2.849
H -26.596 -0.562 2.492
H -25.628 -1.471 3.765
H -25.901 -2.041 2.095
C -23.727 -1.796 11.126
O -23.757 -0.663 10.310
C -24.216 0.515 10.752
O -24.542 0.708 11.895
O -24.053 1.413 9.735
C -24.477 2.734 9.981
H -24.506 -1.655 11.875
H -22.819 -1.702 11.722
H -23.850 -2.755 10.624
H -24.070 3.375 9.199
H -23.916 3.161 10.813
H -25.558 2.839 10.070
C -15.752 8.511 4.548
O -16.906 7.776 4.081
C -17.734 7.160 4.988
O -17.695 7.152 6.204
O -18.633 6.336 4.257
C -19.367 5.460 5.043
H -16.014 9.225 5.328
H -15.169 8.875 3.702
H -15.112 7.782 5.046
H -20.102 6.100 5.533
H -18.792 4.913 5.790
H -19.933 4.758 4.432
C -20.917 2.974 8.253
O -20.599 4.187 8.998
C -19.345 4.359 9.551
O -18.423 3.589 9.611
O -19.308 5.574 10.050
C -18.248 5.873 10.969
H -20.086 2.623 7.641
H -21.657 3.235 7.496
H -21.255 2.146 8.877
H -18.362 6.807 11.520
H -17.292 5.832 10.446
H -18.289 5.051 11.684
C -25.892 13.662 1.944
O -26.295 12.401 1.311
C -26.278 11.236 1.880
O -26.562 10.254 1.265
O -26.105 11.318 3.211
C -26.189 10.132 4.057
H -24.829 13.795 2.149
H -26.548 13.946 2.766
H -26.092 14.465 1.234
H -26.768 10.338 4.957
H -25.191 9.841 4.386
H -26.540 9.191 3.634
C -23.850 10.568 8.160
C -23.221 9.234 7.873
N -22.754 8.192 7.616
H -24.102 10.602 9.220
H -24.796 10.628 7.622
H -23.074 11.297 7.928
C -25.140 1.349 6.452
C -23.746 1.138 6.133
N -22.622 1.002 5.946
H -25.341 1.207 7.514
H -25.669 0.568 5.906
H -25.549 2.262 6.018
C -25.984 6.183 8.658
C -26.740 7.114 7.806
N -27.356 7.861 7.177
H -26.072 6.658 9.635
H -24.934 6.192 8.363
H -26.327 5.149 8.654
C -19.435 6.492 0.458
C -20.493 5.482 0.325
N -21.305 4.675 0.198
H -18.603 6.047 -0.087
H -19.006 6.650 1.447
H -19.794 7.387 -0.051
C -23.875 7.142 0.939
C -22.614 7.388 1.741
N -21.643 7.581 2.353
H -23.797 7.518 -0.081
H -24.745 7.516 1.479
H -23.869 6.063 0.790
*
```

Values from the calculation:
Gap between HOMO and LUMO = 0.353 Ha
HOMO level = -9.33 eV

# 4
ORCA calculation (ωB97M-V with the def2-TZVPD basis set) on one molecule with the formula C4H4O.

```
! wB97M-V def2-TZVPD RIJCOSX def2/J DEFGRID3
* xyz 0 1
C 0.852 -0.262 -0.666
C -0.396 0.602 -0.687
O -0.735 1.286 -1.620
C -1.063 0.439 0.615
C -1.080 -0.099 1.696
H 0.818 -0.894 0.223
H 1.726 0.394 -0.612
H 0.911 -0.856 -1.579
H -1.034 -0.610 2.630
*
```

Values from the calculation:
Gap between HOMO and LUMO = 0.394 Ha
HOMO level = -10.39 eV
SMILES = C#CC(C)=O
Relative energy (zero: lowest compared OMol25 entry of this formula, charge and spin) = 169.95 kJ/mol